Density functional theory data (ωB97M-V/def2-TZVPD) for a molecular structure, C11H25BF4LaNO2P2.

CARTESIAN COORDINATES (ANGSTROEM)
C  2.841321  -0.754661  -1.936150
C  1.899796  -0.061529  -1.170722
N  0.712684  -0.635455  -0.786867
C  0.630785  -2.002305  -0.857942
C  1.550467  -2.743280  -1.582006
C  2.639940  -2.126705  -2.173324
C  2.234189  1.336257  -0.771407
P  1.719200  2.024849  0.882552
La  -0.898887  0.836107  0.702913
P  -2.118692  -1.946078  0.155294
C  -0.474307  -2.809424  -0.146157
O  0.765773  2.830473  -2.562451
O  -1.252403  2.177386  -0.853965
H  3.635196  -0.180435  -2.435620
H  1.370509  -3.805820  -1.703942
H  3.314142  -2.671926  -2.822112
C  3.183650  1.500408  1.808908
C  2.032865  3.856120  0.771309
H  -0.828982  -3.644830  -0.779169
H  -0.113409  -3.221116  0.813538
H  1.661030  2.063649  -1.495356
H  3.311240  1.572404  -0.941763
C  -2.914861  -2.996842  1.417936
C  -3.077412  -2.470353  -1.320543
H  -2.405817  1.230736  -1.017195
H  -1.560338  3.121236  -1.095378
H  -0.089321  2.663133  -1.991341
H  0.624122  2.102400  -3.238258
H  0.878312  0.567926  1.971143
H  -3.019009  0.573510  -1.011314
H  4.057831  2.059040  1.405457
H  2.967221  1.751699  2.856231
H  3.371486  0.414862  1.694006
H  3.125271  4.052476  0.638309
H  1.517366  4.419576  -0.045411
H  1.722598  4.305674  1.735855
H  -3.255296  -3.570238  -1.301256
H  -4.037673  -1.930427  -1.340456
H  -2.578037  -2.253731  -2.276062
H  -3.547734  -3.791145  0.951274
H  -2.170993  -3.503627  2.067384
H  -3.530728  -2.340588  2.049150
F  -2.436082  1.967204  2.279325
B  -2.853670  0.786916  3.230455
F  -4.024280  0.181680  2.777609
F  -1.732061  -0.147543  2.906707
F  -2.847003  1.212335  4.540813

Force components x, y, z for each atom (eV/Å):
C -0.341 -0.840 -0.592
C -0.236 -0.131 0.341
N 1.338 -1.318 0.702
C -0.524 0.497 -0.296
C 0.119 -0.263 -0.056
C 0.010 1.267 -0.031
C -0.457 1.892 -1.039
P -0.417 0.341 -1.034
La 0.892 -2.667 4.312
P 0.457 -0.304 -0.230
C -0.878 0.233 -0.469
O -2.854 -1.154 -0.981
O -0.638 6.337 -3.652
H -0.193 -0.487 0.579
H 0.156 0.075 0.085
H 0.009 -0.051 0.108
C 0.444 0.317 0.253
C 1.239 0.699 -0.564
H 0.838 0.049 0.225
H -0.006 0.304 -0.418
H 1.208 -1.307 1.145
H -0.605 -0.493 0.082
C -0.178 -0.706 0.425
C -0.154 -0.380 -0.501
H -2.689 -1.961 -0.714
H 0.532 -2.295 0.627
H 1.840 0.289 -0.897
H 0.466 1.354 0.861
H -0.147 -1.159 0.257
H 1.282 1.449 0.036
H -0.415 -0.295 0.505
H 0.516 -0.218 -0.097
H -0.365 0.636 0.163
H -0.663 0.097 0.147
H 0.125 -0.800 0.579
H 0.145 -0.309 -0.450
H 0.013 0.710 0.075
H 0.273 -0.292 0.095
H 0.046 0.161 0.362
H 0.453 0.664 0.357
H -0.368 0.434 -0.330
H 0.101 -0.321 -0.129
F -0.848 -1.090 1.031
B 0.710 -0.075 -0.352
F 0.864 0.809 0.298
F -1.099 0.696 0.584
F -0.003 -0.393 -1.406

- orbital gap (hartree) = 0.2300
- total energy (Ha) = -1778.1586
- energy above the lowest of the compared OMol25 structures with the same formula, charge and spin (eV) = 0.8694
- LUMO (eV) = -0.07